{"formula": "C6H17NO", "method": "the ωB97M-V functional and the def2-TZVPD basis", "fmax_ev_per_a": 5.22, "e_lumo_ev": 0.866, "total_charge": 0, "multiplicity": 1, "de_lowest_kcal_mol": 82.55, "species": ["C", "C", "N", "C", "C", "C", "C", "H", "H", "H", "H", "H", "H", "H", "H", "H", "H", "H", "H", "H", "H", "H", "O", "H", "H"], "coordinates": [[0.656, 1.771, 1.387], [1.245, 0.445, 1.817], [1.233, -0.645, 0.776], [-0.100, -0.755, 0.000], [-0.537, 0.513, -0.993], [-2.062, 0.684, -0.820], [-0.285, -0.018, -2.438], [1.056, 1.871, 0.329], [1.064, 2.748, 1.860], [-0.385, 1.618, 1.624], [2.246, 0.625, 1.998], [1.038, -0.070, 2.745], [2.119, -0.487, 0.197], [-0.130, -1.739, -0.574], [-0.727, -0.716, 0.809], [0.128, 1.277, -0.773], [-2.302, 1.170, 0.041], [-2.667, 1.300, -1.557], [-2.419, -0.228, -0.955], [-0.841, 0.479, -3.217], [-0.466, -1.012, -2.364], [0.861, 0.196, -2.723], [0.361, -3.341, 0.743], [0.090, -3.075, 1.633], [0.825, -2.610, 0.457]], "nbo_charge": [-0.6377, -0.2413, -0.6712, -0.2264, -0.2208, -0.6066, -0.5937, 0.2131, 0.2222, 0.2160, 0.1918, 0.1961, 0.3582, 0.2146, 0.1810, 0.1995, 0.2048, 0.2042, 0.2009, 0.2091, 0.1946, 0.1912, -0.9355, 0.4630, 0.4729]}



{"formula": "C16H44N4O4", "method": "the ωB97M-V functional and the def2-TZVPD basis", "fmax_ev_per_a": 3.19, "e_lumo_ev": 0.614, "total_charge": 0, "multiplicity": 1, "de_lowest_kcal_mol": 71.40, "species": ["C", "O", "C", "C", "C", "N", "H", "H", "H", "H", "H", "H", "H", "H", "H", "H", "H", "C", "O", "C", "C", "C", "N", "H", "H", "H", "H", "H", "H", "H", "H", "H", "H", "H", "C", "O", "C", "C", "C", "N", "H", "H", "H", "H", "H", "H", "H", "H", "H", "H", "H", "C", "O", "C", "C", "C", "N", "H", "H", "H", "H", "H", "H", "H", "H", "H", "H", "H"], "coordinates": [[-3.185, 7.287, 2.420], [-3.979, 7.224, 3.578], [-5.296, 6.922, 3.373], [-5.967, 7.272, 4.714], [-5.687, 8.718, 5.112], [-5.389, 6.556, 5.812], [-2.103, 7.180, 2.499], [-3.339, 8.253, 1.939], [-3.517, 6.609, 1.634], [-5.620, 7.645, 2.624], [-5.433, 5.868, 3.132], [-7.054, 7.182, 4.711], [-6.245, 9.104, 5.965], [-5.927, 9.470, 4.361], [-4.683, 9.009, 5.422], [-4.413, 6.410, 5.598], [-5.766, 5.622, 5.890], [-6.795, 0.098, -3.957], [-5.519, -0.456, -3.590], [-5.263, -1.569, -4.386], [-4.667, -1.108, -5.744], [-4.297, -2.331, -6.576], [-3.441, -0.326, -5.599], [-7.162, 0.738, -3.155], [-7.557, -0.565, -4.365], [-6.520, 0.762, -4.777], [-4.510, -2.160, -3.864], [-6.210, -2.092, -4.519], [-5.279, -0.449, -6.360], [-5.095, -2.981, -6.936], [-3.620, -2.994, -6.037], [-3.755, -1.980, -7.454], [-3.285, 0.339, -6.343], [-3.738, 0.265, -4.835], [2.473, 2.568, 1.041], [1.618, 2.279, 2.129], [0.541, 1.475, 1.810], [-0.169, 1.071, 3.072], [-1.513, 0.447, 2.842], [-0.439, 2.188, 3.882], [2.882, 1.671, 0.577], [3.231, 3.270, 1.388], [1.984, 3.085, 0.215], [0.013, 2.169, 1.156], [0.929, 0.617, 1.261], [0.379, 0.322, 3.643], [-2.277, 0.527, 3.615], [-1.453, -0.622, 2.638], [-1.959, 0.941, 1.979], [-1.251, 2.713, 3.590], [0.310, 2.865, 3.852], [8.011, -6.275, -1.475], [9.442, -6.390, -1.023], [10.277, -7.394, -1.697], [9.935, -8.736, -0.985], [10.890, -8.958, 0.141], [10.071, -9.817, -1.888], [8.112, -6.157, -2.554], [7.716, -5.300, -1.089], [7.358, -7.096, -1.179], [10.012, -7.374, -2.754], [11.344, -7.173, -1.666], [8.928, -8.571, -0.602], [10.858, -10.012, 0.415], [10.559, -8.384, 1.007], [11.941, -8.824, -0.115], [9.166, -10.096, -2.239], [10.397, -10.549, -1.273]], "nbo_charge": [-0.2506, -0.5555, -0.0693, -0.0790, -0.6152, -0.8262, 0.1978, 0.1648, 0.1670, 0.1664, 0.1682, 0.1962, 0.2157, 0.1909, 0.2182, 0.3639, 0.3471, -0.2675, -0.5410, -0.0701, -0.0869, -0.6151, -0.8371, 0.1971, 0.1775, 0.1688, 0.1970, 0.1738, 0.1703, 0.2039, 0.2086, 0.2094, 0.3542, 0.3571, -0.2494, -0.5517, -0.0648, -0.0902, -0.6059, -0.8222, 0.1681, 0.1974, 0.1600, 0.1627, 0.1635, 0.1871, 0.2256, 0.2100, 0.1968, 0.3459, 0.3668, -0.2580, -0.5794, -0.0541, -0.0829, -0.6114, -0.8233, 0.1751, 0.2013, 0.1734, 0.1661, 0.1880, 0.1708, 0.1890, 0.2267, 0.2118, 0.3573, 0.3496]}



{"formula": "C34H67Al2Cl2F14KN7O7PS", "method": "the ωB97M-V functional and the def2-TZVPD basis", "fmax_ev_per_a": 4.79, "e_lumo_ev": -6.639, "total_charge": 2, "multiplicity": 1, "de_lowest_kcal_mol": 0.00, "species": ["C", "C", "O", "O", "C", "C", "N", "C", "C", "C", "C", "C", "C", "C", "F", "F", "C", "F", "F", "S", "F", "F", "F", "F", "F", "O", "C", "F", "C", "C", "C", "C", "N", "C", "N", "N", "P", "N", "O", "O", "H", "H", "H", "H", "H", "H", "H", "H", "H", "H", "H", "H", "H", "H", "H", "H", "H", "H", "H", "H", "H", "H", "H", "H", "H", "H", "H", "H", "H", "H", "H", "H", "H", "H", "K", "Cl", "C", "C", "Cl", "H", "H", "H", "H", "C", "C", "C", "O", "H", "H", "H", "H", "H", "H", "H", "H", "C", "C", "C", "C", "C", "C", "N", "O", "C", "C", "C", "H", "H", "H", "H", "H", "H", "H", "H", "H", "H", "H", "H", "H", "H", "H", "H", "H", "H", "C", "C", "N", "H", "H", "H", "F", "Al", "F", "F", "F", "Al"], "coordinates": [[-2.885, -0.303, -0.530], [-2.337, -1.681, -0.782], [-3.013, -2.644, -0.948], [-0.976, -1.808, -0.693], [-0.178, -1.315, -1.782], [1.260, -1.183, -1.238], [1.778, 0.198, -1.284], [2.983, 0.382, -2.109], [2.678, 1.561, -3.092], [3.764, 1.721, -4.183], [3.190, 1.476, -5.584], [2.135, 2.521, -6.014], [1.239, 1.933, -7.122], [-0.114, 2.613, -7.259], [-0.657, 2.451, -8.518], [0.122, 3.984, -7.185], [-1.187, 2.359, -6.162], [-2.301, 3.010, -6.565], [-0.803, 2.924, -5.021], [-1.659, 0.553, -5.799], [-3.077, 0.712, -6.483], [-2.294, 1.021, -4.417], [-0.236, 0.381, -5.093], [-1.059, 0.088, -7.198], [-1.983, -0.943, -5.447], [2.583, 2.733, -2.257], [1.407, 3.497, -2.247], [0.301, 2.665, -2.056], [1.511, 4.456, -1.043], [1.675, 5.960, -1.319], [1.068, 6.812, -0.143], [1.965, 7.022, 1.090], [2.315, 5.840, 1.936], [1.255, 5.153, 2.568], [1.244, 3.862, 2.487], [0.283, 5.879, 3.273], [4.447, 0.654, -0.994], [4.592, -0.565, -0.039], [4.303, 2.017, -0.155], [5.735, 0.895, -1.887], [-3.937, -0.281, -0.811], [-2.349, 0.455, -1.110], [-2.767, -0.052, 0.529], [-0.214, -2.010, -2.628], [-0.564, -0.353, -2.131], [1.183, -1.476, -0.187], [1.912, -1.876, -1.770], [1.899, 0.509, -0.313], [3.226, -0.523, -2.671], [1.735, 1.326, -3.593], [4.254, 2.693, -4.112], [4.502, 0.934, -4.007], [2.732, 0.478, -5.582], [3.979, 1.443, -6.340], [1.565, 2.825, -5.137], [2.674, 3.383, -6.410], [1.740, 2.096, -8.085], [1.148, 0.855, -7.020], [1.273, 4.039, -3.192], [2.333, 4.088, -0.438], [0.590, 4.336, -0.474], [2.735, 6.221, -1.372], [1.158, 6.225, -2.243], [0.117, 6.351, 0.144], [0.822, 7.814, -0.505], [1.482, 7.772, 1.725], [2.932, 7.416, 0.770], [2.923, 6.187, 2.678], [2.059, 3.652, 1.911], [0.475, 5.870, 4.276], [-0.617, 5.420, 3.174], [3.912, -1.300, -0.180], [3.390, 2.258, -0.009], [6.460, 0.417, -1.445], [-1.123, 4.235, -9.749], [7.680, 1.352, 0.619], [7.014, 2.663, 1.628], [7.979, 3.084, 2.707], [8.194, 1.817, 3.935], [6.075, 2.311, 2.048], [6.807, 3.502, 0.964], [7.590, 3.964, 3.216], [8.956, 3.324, 2.294], [-4.312, 3.363, 3.805], [-3.559, 2.045, 3.874], [-2.561, 2.024, 5.012], [-2.882, 1.805, 2.626], [-3.618, 4.195, 3.639], [-5.023, 3.359, 2.978], [-4.856, 3.553, 4.729], [-4.265, 1.226, 3.995], [-1.815, 2.819, 4.879], [-2.033, 1.073, 5.044], [-3.052, 2.174, 5.971], [-2.259, 2.524, 2.504], [-2.347, -6.630, -0.404], [-2.666, -6.134, 1.026], [-3.935, -5.271, 1.005], [-5.241, -6.016, 0.693], [-5.226, -7.491, 1.131], [-4.246, -7.816, 2.262], [-2.881, -7.349, 1.859], [-2.029, -7.649, 2.554], [-4.215, -9.340, 2.425], [-4.660, -7.168, 3.582], [-1.495, -5.285, 1.472], [-1.439, -7.234, -0.410], [-2.194, -5.768, -1.050], [-3.154, -7.231, -0.826], [-4.039, -4.763, 1.966], [-3.788, -4.469, 0.283], [-6.065, -5.490, 1.175], [-5.446, -5.971, -0.377], [-6.222, -7.804, 1.438], [-4.980, -8.112, 0.267], [-3.832, -9.827, 1.527], [-5.228, -9.697, 2.596], [-3.600, -9.645, 3.270], [-5.647, -7.549, 3.835], [-4.718, -6.082, 3.529], [-3.975, -7.433, 4.388], [-1.397, -4.467, 0.760], [-0.559, -5.842, 1.459], [-1.631, -4.849, 2.461], [-0.286, -3.345, 4.500], [-1.141, -2.184, 4.376], [-1.851, -1.297, 4.216], [0.456, -3.365, 3.703], [0.255, -3.349, 5.447], [-0.872, -4.262, 4.437], [2.903, -1.014, 8.555], [1.388, -1.018, 7.826], [1.533, -1.669, 6.239], [0.788, 0.561, 7.716], [0.310, -1.991, 8.688], [0.598, 0.825, 1.537]], "mulliken_charge": [-0.5665, 0.5216, -0.6130, -0.1882, -0.2693, -0.9738, 1.1960, -1.0492, 0.4607, -1.1161, -1.2520, 0.7191, -1.2392, 0.6919, -0.5595, -0.4265, 0.6464, -0.3290, -0.0809, 1.4159, -0.2993, -0.2937, -0.2321, -0.3318, -0.3092, -0.4247, 1.0143, -0.4149, -0.4445, -0.7032, -0.7670, -0.8614, -0.1456, 0.1199, -0.3714, -0.4683, 1.1047, -0.8386, -0.2036, -0.4800, 0.3818, 0.1464, 0.0737, 0.3054, 0.0156, 0.4858, 0.2776, -0.3491, 0.6370, -0.1206, 0.3040, 0.4812, 0.3982, 0.5309, -0.5302, 0.4712, 0.5006, 0.4863, 0.0194, -0.3073, 0.3226, 0.2910, 0.4990, 0.3906, 0.4051, 0.4086, 0.4138, 0.2968, 0.0107, 0.3077, 0.1896, 0.2143, 0.0445, 0.3610, 1.0226, -0.2038, -0.3484, -0.5106, -0.1689, 0.2657, 0.2929, 0.3431, 0.3303, -1.3145, 0.4505, -1.0144, -0.3386, 0.2451, 0.3343, 0.3983, 0.2664, 0.1913, 0.2114, 0.3757, 0.2282, -1.6639, 1.7272, -0.8924, -0.8761, -1.2771, 1.2425, 0.9864, -0.3814, -1.7567, -1.5190, -1.8908, 0.4610, 0.3086, 0.4129, 0.5243, 0.2838, 0.3936, 0.3338, 0.5878, 0.3906, 0.4396, 0.4262, 0.4272, 0.4210, 0.3341, 0.4524, 0.2178, 0.5047, 0.3550, -0.8381, 0.5273, -0.3893, 0.2162, 0.2919, 0.2582, -0.3726, 0.5529, -0.3658, -0.3926, -0.3954, 0.8764]}



{"formula": "C19H57NO9", "method": "the ωB97M-V functional and the def2-TZVPD basis", "fmax_ev_per_a": 2.50, "e_lumo_ev": 0.615, "total_charge": 0, "multiplicity": 1, "de_lowest_kcal_mol": 0.00, "species": ["C", "O", "C", "C", "C", "N", "H", "H", "H", "H", "H", "H", "H", "H", "H", "H", "H", "C", "C", "C", "O", "H", "H", "H", "H", "H", "H", "H", "H", "C", "C", "C", "O", "H", "H", "H", "H", "H", "H", "H", "H", "C", "C", "C", "O", "H", "H", "H", "H", "H", "H", "H", "H", "C", "C", "C", "O", "H", "H", "H", "H", "H", "H", "H", "H", "C", "C", "C", "O", "H", "H", "H", "H", "H", "H", "H", "H", "O", "H", "H", "O", "H", "H", "O", "H", "H"], "coordinates": [[-27.769, -3.124, 0.381], [-27.507, -4.509, 0.317], [-27.272, -5.179, 1.517], [-27.121, -6.669, 1.218], [-28.325, -7.295, 0.506], [-26.763, -7.456, 2.420], [-26.955, -2.572, 0.861], [-28.680, -2.939, 0.961], [-27.904, -2.833, -0.657], [-26.322, -4.846, 1.956], [-28.092, -5.036, 2.239], [-26.278, -6.716, 0.520], [-28.090, -8.349, 0.351], [-28.436, -6.859, -0.485], [-29.254, -7.156, 1.061], [-27.652, -7.487, 2.915], [-26.111, -6.885, 2.958], [-22.455, -5.302, 4.870], [-23.925, -5.324, 4.474], [-24.401, -3.998, 3.865], [-24.137, -6.430, 3.607], [-22.240, -4.506, 5.589], [-21.768, -5.133, 4.039], [-22.240, -6.255, 5.354], [-24.470, -5.514, 5.400], [-24.088, -3.114, 4.432], [-25.483, -3.903, 4.001], [-24.166, -3.763, 2.828], [-23.756, -6.197, 2.728], [-21.604, -12.352, 3.492], [-22.100, -10.908, 3.556], [-21.060, -10.017, 4.166], [-22.599, -10.448, 2.306], [-22.351, -13.033, 3.069], [-21.511, -12.697, 4.524], [-20.697, -12.561, 2.923], [-22.991, -10.935, 4.197], [-21.060, -10.239, 5.240], [-21.337, -8.963, 4.124], [-20.019, -10.192, 3.890], [-22.555, -11.111, 1.607], [-24.116, -12.926, 1.795], [-24.282, -12.288, 0.415], [-25.682, -11.755, 0.161], [-23.326, -11.231, 0.249], [-24.282, -12.187, 2.588], [-23.102, -13.307, 1.902], [-24.926, -13.633, 1.986], [-24.035, -13.043, -0.335], [-25.834, -10.902, 0.819], [-26.397, -12.543, 0.404], [-25.761, -11.486, -0.890], [-23.697, -10.409, 0.613], [-20.706, -7.951, -0.728], [-20.322, -7.990, 0.762], [-19.404, -6.855, 1.153], [-21.498, -8.022, 1.558], [-19.883, -7.638, -1.376], [-21.561, -7.308, -0.946], [-21.001, -8.933, -1.109], [-19.838, -8.966, 0.897], [-18.494, -6.829, 0.552], [-19.021, -7.112, 2.145], [-19.891, -5.887, 1.044], [-21.731, -8.954, 1.718], [-25.276, -9.547, 5.076], [-24.721, -9.776, 6.491], [-24.735, -8.502, 7.339], [-25.550, -10.734, 7.191], [-26.231, -9.027, 5.115], [-25.421, -10.552, 4.674], [-24.539, -9.054, 4.444], [-23.748, -10.263, 6.377], [-24.150, -8.601, 8.253], [-25.763, -8.198, 7.523], [-24.264, -7.689, 6.774], [-24.954, -11.094, 7.855], [-23.747, -7.480, -1.132], [-24.119, -7.979, -0.378], [-23.764, -6.560, -0.847], [-24.501, -8.806, 1.217], [-25.274, -8.346, 1.621], [-23.813, -8.768, 1.899], [-22.817, -5.658, 1.274], [-22.344, -6.515, 1.333], [-22.293, -5.018, 1.769]], "mulliken_charge": [-0.7416, -0.3522, -0.4292, 0.9330, -1.7434, -0.4413, 0.2590, 0.3211, 0.2491, -0.0110, 0.4222, -0.1218, 0.4225, 0.3742, 0.4077, 0.3646, -0.0375, -1.2814, 0.5592, -1.5151, 0.1495, 0.4520, 0.2052, 0.2545, 0.3829, 0.5025, 0.3509, 0.2136, -0.0921, -1.5821, 1.1179, -1.6505, -0.5255, 0.2701, 0.4648, 0.3341, -0.3937, 0.5128, 0.1157, 0.3834, 0.4634, -0.9719, 0.7286, -1.2282, -0.6254, 0.0210, 0.3493, 0.4089, 0.4098, 0.0926, 0.4409, 0.3583, 0.2150, -1.2356, 0.6745, -1.5055, -0.0660, 0.4274, 0.1832, 0.2793, 0.4331, 0.4418, 0.3576, 0.2417, -0.1443, -0.9778, 0.5102, -1.0450, -0.5813, 0.5654, 0.2295, 0.0105, 0.2920, 0.3897, 0.3249, -0.0125, 0.3499, -0.7458, 0.2140, 0.2971, 0.6131, -0.0356, -0.0984, -0.7239, 0.2901, 0.2805]}